Record 1
Density functional theory data (ωB97M-V/def2-TZVPD) for C3H5NO in the gas phase.

As for the relative energy (zero: lowest compared OMol25 entry of this formula, charge and spin): 3.7147 eV. For the electronic energy, the calculation gives -247.1707 hartree. Its SMILES is C1=NOCC1. As for the LUMO energy: 0.0356 Ha. For the HOMO energy, the calculation gives -9.6 eV. Its total charge is 0. The value obtained for the maximum force is 4.0 eV Å⁻¹.

XYZ file:
```
10
C3H5NO | the OMol25 dataset | ωB97M-V/def2-TZVPD
C 0.61391 0.70353 0.89675
N -0.51180 1.33717 0.87474
O -1.24332 1.04440 -0.22909
C -0.86267 -0.42861 -0.52089
C 0.74158 -0.33157 -0.19903
H 1.45626 1.07069 1.43420
H -1.28788 -0.82109 -1.62350
H -1.46406 -1.23332 0.30119
H 1.36365 -0.00974 -1.15032
H 1.19434 -1.33146 0.21594
```

=====

Record 2
Density functional theory data (ωB97M-V/def2-TZVPD) for a molecular structure, C11H15IrNP.

As for the relative energy (zero: lowest compared OMol25 entry of this formula, charge and spin): 0.0707 eV. Its spin multiplicity is 5. For the electronic energy, the calculation gives -928.3175 hartree. As for the LUMO energy (spin up / spin down): 0.0126 / -0.0669 Ha. For the HOMO energy (spin up / spin down), the calculation gives -3.9 / -8.5 eV. Its total charge is 0. The value obtained for the maximum force is 4.7 eV Å⁻¹.

XYZ file:
```
29
C11H15IrNP | the OMol25 dataset | ωB97M-V/def2-TZVPD
C -2.19913 1.12849 -2.53417
C -0.94540 1.45483 -3.24753
C -0.25046 0.24903 -3.57042
C -1.06334 -0.87595 -3.20654
C -2.27996 -0.41285 -2.49793
Ir -1.42995 0.25918 -0.85880
P -2.54648 1.05190 0.78377
H -3.05814 1.75422 -2.42047
H -0.59266 2.46222 -3.38230
H 0.78568 0.17420 -3.83286
H -3.18274 -0.96770 -2.37306
H -0.83123 -1.91923 -3.34248
H -3.70063 0.19946 0.85967
H -3.06389 2.36708 0.48675
H -1.96418 1.11732 2.10838
C 3.27619 -1.01773 3.30962
C 2.23360 -0.68568 2.28077
C 1.77319 -1.65788 1.39466
C 0.78298 -1.32510 0.46665
N 0.23197 -0.09361 0.44724
C 0.76009 0.88687 1.19733
C 1.71802 0.60843 2.18018
H 2.91285 -1.83757 3.94035
H 4.20609 -1.35165 2.83834
H 3.48767 -0.15735 3.94303
H 2.16945 -2.67525 1.39606
H 0.39058 -2.04691 -0.26522
H 0.34788 1.89506 1.06277
H 2.03193 1.41619 2.83624
```

=====

Record 3
Density functional theory data (ωB97M-V/def2-TZVPD) for C3H4FP in the gas phase.

As for the relative energy (zero: lowest compared OMol25 entry of this formula, charge and spin): 1.8306 eV. Its spin multiplicity is 3. For the electronic energy, the calculation gives -557.7232 hartree. As for the LUMO energy (spin up / spin down): 0.0355 / -0.0884 Ha. For the HOMO energy (spin up / spin down), the calculation gives -5.5 / -9.8 eV. Its total charge is 0. The value obtained for the maximum force is 3.9 eV Å⁻¹.

XYZ file:
```
9
C3H4FP | the OMol25 dataset | ωB97M-V/def2-TZVPD
C -1.43302 -0.38238 1.39571
C -0.90085 -0.09763 0.24184
C 0.31117 0.53245 -0.37701
F -3.45021 0.69844 -0.46336
P -2.58676 -0.72134 -0.32867
H -1.26449 -0.44426 2.40467
H 0.10511 0.98450 -1.34820
H 1.26466 -0.14168 -0.26108
H 0.44261 1.37963 0.38550
```